Record 1
Entry from the OMol25 dataset: a molecular structure, C37H25AsBrCl2NO2ReSe3Te (ωB97M-V/def2-TZVPD).

Structure (XYZ):
```
74
Properties=species:S:1:pos:R:3:lowdin_spin:R:1
Re -0.109 -0.189 0.538 1.64
Br 2.126 -1.503 0.981 0.00
C 1.906 -2.756 -0.452 -0.01
C 2.865 -3.710 -0.602 0.01
C 2.712 -4.668 -1.624 -0.01
C 1.608 -4.629 -2.424 0.01
C 0.607 -3.639 -2.253 0.00
C -0.548 -3.637 -3.072 0.03
C -1.517 -2.701 -2.870 0.00
C -1.367 -1.717 -1.869 0.04
C -0.255 -1.616 -1.051 -0.01
C 0.742 -2.641 -1.247 0.01
H 3.728 -3.734 0.051 0.00
H 3.469 -5.428 -1.761 0.00
H 1.475 -5.363 -3.210 0.00
H -0.643 -4.389 -3.847 0.00
H -2.407 -2.697 -3.487 0.00
H -2.167 -0.995 -1.757 0.00
Se -2.126 1.121 -0.037 0.05
Se -1.880 2.037 -2.212 0.07
Te 0.147 0.994 -3.313 0.43
Se 0.521 2.596 -5.027 0.47
Cl 2.455 3.598 -1.440 0.01
C 1.814 3.513 0.157 0.02
C 1.940 4.622 1.011 0.00
C 1.443 4.595 2.282 0.02
Cl 1.622 5.988 3.305 0.00
C 0.779 3.447 2.773 0.00
C 0.220 3.311 4.062 0.00
C -0.403 2.145 4.405 0.00
C -0.481 1.101 3.468 0.01
N 0.031 1.193 2.264 0.01
C 0.658 2.350 1.899 0.00
C 1.180 2.359 0.572 0.00
O 1.055 1.282 -0.172 0.10
H 2.441 5.507 0.643 0.00
H 0.287 4.135 4.759 0.00
H -0.847 2.012 5.382 0.00
H -0.986 0.173 3.710 0.00
O -0.984 -1.717 1.650 0.08
As -2.188 -2.492 2.488 0.01
C -3.091 -3.664 1.289 0.00
C -4.439 -3.964 1.444 0.00
C -5.052 -4.811 0.533 0.00
C -4.320 -5.341 -0.521 0.00
C -2.976 -5.028 -0.675 0.00
C -2.353 -4.184 0.230 0.00
C -1.315 -3.482 3.866 0.00
C -1.983 -4.495 4.545 0.00
C -1.328 -5.185 5.553 0.00
C -0.014 -4.863 5.871 0.00
C 0.650 -3.857 5.183 0.00
C 0.001 -3.160 4.174 0.00
C -3.434 -1.288 3.285 0.00
C -3.538 -1.171 4.667 0.00
C -4.399 -0.225 5.204 0.00
C -5.136 0.599 4.364 0.00
C -5.027 0.478 2.985 0.00
C -4.180 -0.473 2.438 0.00
H -5.010 -3.533 2.259 0.00
H -6.102 -5.049 0.640 0.00
H -4.805 -5.995 -1.234 0.00
H -2.413 -5.424 -1.510 0.00
H -1.314 -3.906 0.095 0.00
H -3.004 -4.754 4.284 0.00
H -1.838 -5.977 6.085 0.00
H 0.496 -5.406 6.656 0.00
H 1.677 -3.619 5.427 0.00
H 0.511 -2.387 3.612 0.00
H -2.947 -1.803 5.319 0.00
H -4.488 -0.126 6.278 0.00
H -5.797 1.343 4.787 0.00
H -5.590 1.129 2.331 0.00
H -4.084 -0.557 1.361 0.00
```

The calculation puts the HOMO energy (spin up / spin down) at -6.32 / -6.45 eV. As for the spin multiplicity: 4. For the total energy, the calculation gives -405749.34505 eV. The energy above the lowest of the compared OMol25 structures with the same formula, charge and spin comes out at 47.7 kJ/mol. The molar mass comes out at 1292.03 g/mol. For the HOMO-LUMO gap (spin up / spin down), the calculation gives 6.23 / 5.69 eV. For the LUMO energy (spin up / spin down), the calculation gives -0.003 / -0.028 Eh.

Record 2
Entry from the OMol25 dataset: a molecular structure, C24H34AgAsF6N2O13 in a non-equilibrium geometry (ωB97M-V/def2-TZVPD).

Structure (XYZ):
```
81
Properties=species:S:1:pos:R:3:lowdin_charge:R:1
Ag -0.396 -1.004 -0.501 0.80
As -3.472 -3.490 -0.935 0.98
F -3.971 -1.880 -1.691 -0.32
F -1.844 -2.685 -0.731 -0.36
F -2.855 -5.028 -0.125 -0.30
F -5.175 -4.056 -1.102 -0.29
F -2.977 -4.113 -2.549 -0.29
F -4.078 -2.780 0.583 -0.29
C -5.265 4.798 -1.277 -0.09
C -3.917 4.503 -1.150 -0.05
C -3.526 3.165 -0.877 -0.02
C -4.387 2.121 -0.666 -0.10
C -5.776 2.503 -0.647 0.02
C -6.170 3.803 -0.963 -0.08
N -3.933 0.722 -0.315 -0.27
O -4.767 -0.018 0.225 0.08
O -2.728 0.433 -0.505 0.00
H -5.632 5.663 -1.809 0.11
H -3.193 5.300 -1.236 0.09
H -2.480 2.904 -0.803 0.09
H -6.471 1.698 -0.458 0.11
H -7.205 4.109 -1.009 0.11
C 0.168 6.073 -0.937 -0.10
C -0.261 5.394 -2.048 -0.08
C -0.339 3.992 -2.176 0.00
C 0.423 3.310 -1.236 -0.08
C 0.970 4.016 -0.078 0.03
C 0.797 5.399 0.046 -0.08
N 0.613 1.791 -1.279 -0.31
O -0.227 1.048 -1.748 0.03
O 1.710 1.375 -1.046 0.07
H 0.094 7.150 -0.909 0.12
H -0.691 6.035 -2.804 0.11
H -0.879 3.475 -2.956 0.13
H 1.536 3.484 0.672 0.10
H 1.198 6.044 0.814 0.11
C 3.710 -0.315 -2.792 -0.06
C 3.672 -1.514 -1.824 -0.20
O 3.044 -2.650 -2.366 0.06
C 1.760 -2.514 -2.625 -0.56
O 1.076 -1.526 -2.334 0.01
O 1.377 -3.515 -3.447 -0.01
C 0.114 -3.481 -4.285 0.04
H 4.023 0.553 -2.211 0.07
H 2.739 -0.098 -3.236 0.07
H 4.374 -0.228 -3.652 0.07
H 3.229 -1.172 -0.889 0.11
H 4.691 -1.838 -1.616 0.13
H 0.438 -2.862 -5.122 0.09
H -0.775 -3.007 -3.867 0.08
H -0.050 -4.551 -4.411 0.10
C 5.314 -3.384 2.498 -0.03
C 3.701 -3.479 2.610 -0.21
O 2.970 -2.875 1.568 0.00
C 1.706 -3.315 1.208 -0.44
O 1.096 -2.693 0.354 0.07
O 1.174 -4.317 2.024 -0.05
C -0.268 -4.234 2.334 0.01
H 5.637 -2.348 2.594 0.06
H 5.853 -3.824 1.659 0.07
H 5.651 -3.919 3.387 0.07
H 3.304 -3.146 3.569 0.12
H 3.475 -4.538 2.740 0.11
H -0.518 -3.822 3.311 0.09
H -0.280 -5.317 2.462 0.10
H -0.909 -3.943 1.501 0.08
C 3.605 1.009 2.832 -0.05
C 2.294 0.649 2.121 -0.20
O 1.245 0.781 3.110 0.06
C 0.022 0.453 2.793 -0.49
O -0.430 0.140 1.641 0.03
O -0.566 0.484 4.017 0.00
C -1.911 0.197 4.040 -0.07
H 3.412 1.874 3.467 0.08
H 4.379 1.246 2.103 0.09
H 3.766 0.150 3.484 0.07
H 2.426 -0.321 1.642 0.11
H 2.286 1.380 1.313 0.09
H -2.032 0.045 5.113 0.10
H -2.384 -0.655 3.551 0.11
H -2.333 1.185 3.856 0.11
```

The calculation puts the HOMO energy at -9.75 eV. For the total energy, the calculation gives -136173.66576 eV. The energy above the lowest of the compared OMol25 structures with the same formula, charge and spin comes out at 230.5 kJ/mol. The molar mass comes out at 855.32 g/mol. For the HOMO-LUMO gap, the calculation gives 8.94 eV. For the LUMO energy, the calculation gives -0.029 Eh.

Record 3
Entry from the OMol25 dataset: a molecular structure, C12H17IrN7O7S in a non-equilibrium geometry (ωB97M-V/def2-TZVPD).

Structure (XYZ):
```
45
Properties=species:S:1:pos:R:3:lowdin_spin:R:1
Ir 1.509 -1.389 0.329 2.90
N 2.393 -2.323 2.536 0.10
N 1.804 -3.539 2.855 0.01
C 0.873 -4.068 2.035 0.01
N 0.298 -5.214 2.350 0.00
N 0.626 -3.351 0.941 0.08
N -0.243 -3.756 -0.043 0.00
O -0.940 -4.746 0.098 0.01
O -0.206 -3.060 -1.036 0.04
H 3.383 -2.415 2.327 0.00
H 2.251 -1.635 3.267 0.00
H 2.130 -4.056 3.655 0.00
H 0.556 -5.738 3.169 0.00
H -0.388 -5.583 1.707 0.00
C -2.572 3.045 -1.689 0.00
N -2.185 1.667 -1.416 0.02
N -1.216 1.342 -0.500 0.02
C -1.311 -0.003 -0.228 0.01
O -0.556 -0.637 0.586 0.16
C -2.391 -0.487 -0.988 0.02
C -2.907 0.568 -1.697 0.00
C -4.081 0.613 -2.610 0.00
C -0.173 2.238 -0.133 0.00
C 0.510 2.963 -1.102 0.00
C 1.565 3.774 -0.728 0.00
C 1.952 3.847 0.604 0.00
C 1.264 3.121 1.562 0.00
C 0.192 2.319 1.201 0.00
H -2.264 3.679 -0.863 0.00
H -3.654 3.089 -1.781 0.00
H -2.120 3.419 -2.606 0.00
H -2.710 -1.515 -1.014 0.00
H -4.312 -0.392 -2.953 0.00
H -3.894 1.245 -3.478 0.00
H -4.960 0.997 -2.088 0.00
H 0.255 2.846 -2.147 0.00
H 2.105 4.331 -1.482 0.00
H 2.798 4.457 0.889 0.00
H 1.563 3.183 2.600 0.00
H -0.356 1.762 1.949 0.00
O 3.028 0.166 0.630 0.19
S 3.165 -0.061 -0.878 0.00
O 4.110 0.767 -1.527 0.04
O 3.377 -1.553 -0.943 0.19
O 1.734 0.084 -1.362 0.21
```

The calculation puts the HOMO energy (spin up / spin down) at -11.40 / -11.56 eV. As for the spin multiplicity: 5. For the total energy, the calculation gives -51143.81189 eV. The total charge is +1. The energy above the lowest of the compared OMol25 structures with the same formula, charge and spin comes out at 38.6 kJ/mol. The molar mass comes out at 595.59 g/mol. For the HOMO-LUMO gap (spin up / spin down), the calculation gives 7.94 / 6.24 eV. For the LUMO energy (spin up / spin down), the calculation gives -0.127 / -0.195 Eh.

Record 4
Entry from the OMol25 dataset: 2 unconnected molecules or ions with the total composition C4H12N2 in a non-equilibrium geometry (ωB97M-V/def2-TZVPD).

Structure (XYZ):
```
18
Properties=species:S:1:pos:R:3:lowdin_spin:R:1
C -3.377 -0.164 -3.430 0.00
C -3.753 -0.671 -2.093 0.00
N -5.121 0.014 -1.604 0.00
H -4.129 0.564 -3.849 0.00
H -3.273 -0.980 -4.120 0.00
H -2.492 0.450 -3.456 0.00
H -3.041 -0.214 -1.305 0.00
H -3.697 -1.737 -1.884 0.00
H -5.803 -0.887 -1.732 0.00
H -5.200 0.065 -0.603 0.00
C 3.844 0.637 3.329 0.45
C 5.026 0.023 3.064 0.20
N 6.077 0.503 2.172 0.28
H 3.563 1.395 2.634 0.02
H 3.363 0.450 4.233 0.02
H 5.080 -0.940 3.518 0.01
H 6.908 0.028 2.504 0.01
H 6.025 1.462 2.621 0.01
```

The calculation puts the HOMO energy (spin up / spin down) at -11.21 / -11.21 eV. As for the spin multiplicity: 2. For the total energy, the calculation gives -7311.24938 eV. The total charge is +1. The energy above the lowest of the compared OMol25 structures with the same formula, charge and spin comes out at 308.2 kJ/mol. The molar mass comes out at 88.15 g/mol. For the HOMO-LUMO gap (spin up / spin down), the calculation gives 5.95 / 2.25 eV. For the LUMO energy (spin up / spin down), the calculation gives -0.193 / -0.329 Eh.

Record 5
Entry from the OMol25 dataset: a single C18H29N5O3 molecule (ωB97M-V/def2-TZVPD).

Structure (XYZ):
```
55
Properties=species:S:1:pos:R:3:lowdin_charge:R:1
C 6.063 2.694 -3.223 -0.07
O 4.890 1.909 -3.091 -0.02
C 4.840 1.109 -2.036 -0.43
N 5.861 1.100 -1.188 0.21
C 5.714 0.271 -0.161 -0.42
O 6.726 0.255 0.697 -0.02
C 6.600 -0.625 1.798 -0.07
N 4.671 -0.506 0.058 0.20
C 3.697 -0.425 -0.864 -0.33
N 2.631 -1.219 -0.719 -0.06
C 1.501 -1.138 -1.611 -0.14
C 0.288 -0.567 -0.869 -0.14
C -0.014 -1.444 0.345 -0.23
C -1.219 -1.055 1.203 -0.48
O -1.652 -1.822 2.039 0.06
N -1.729 0.179 1.010 0.08
C -2.907 0.647 1.702 -0.15
C -4.111 0.797 0.764 -0.32
C -4.500 -0.549 0.153 -0.17
C -5.707 -0.399 -0.768 -0.20
C -6.889 0.190 -0.007 -0.21
C -6.509 1.536 0.602 -0.20
C -5.302 1.384 1.523 -0.18
C 1.224 -1.494 1.250 -0.12
C 2.424 -2.021 0.463 -0.14
N 3.742 0.381 -1.930 0.21
H 6.187 3.350 -2.359 0.09
H 6.945 2.057 -3.304 0.09
H 5.926 3.278 -4.131 0.09
H 5.727 -0.366 2.402 0.09
H 6.497 -1.657 1.457 0.09
H 7.512 -0.504 2.378 0.09
H 1.271 -2.146 -1.976 0.13
H 1.784 -0.502 -2.449 0.11
H 0.539 0.450 -0.556 0.12
H -0.565 -0.533 -1.551 0.12
H -0.219 -2.465 0.001 0.16
H -1.376 0.760 0.269 0.13
H -2.685 1.609 2.178 0.13
H -3.125 -0.090 2.477 0.13
H -3.838 1.486 -0.046 0.15
H -3.657 -0.962 -0.406 0.11
H -4.736 -1.250 0.956 0.13
H -5.978 -1.372 -1.183 0.11
H -5.449 0.259 -1.602 0.11
H -7.742 0.312 -0.678 0.11
H -7.185 -0.497 0.789 0.11
H -7.352 1.943 1.164 0.11
H -6.269 2.241 -0.198 0.11
H -5.031 2.355 1.943 0.11
H -5.559 0.720 2.351 0.12
H 1.446 -0.490 1.618 0.13
H 1.026 -2.139 2.106 0.12
H 2.236 -3.056 0.153 0.13
H 3.334 -1.982 1.061 0.11
```

The calculation puts the HOMO energy at -8.82 eV. For the total energy, the calculation gives -32731.94086 eV. The energy above the lowest of the compared OMol25 structures with the same formula, charge and spin comes out at 2.5 kJ/mol. The molar mass comes out at 363.46 g/mol. For the HOMO-LUMO gap, the calculation gives 9.50 eV. For the LUMO energy, the calculation gives 0.025 Eh. Its structure (SMILES) is COc1nc(OC)nc(N2CCC(C(=O)NCC3CCCCC3)CC2)n1.

Record 6
Entry from the OMol25 dataset: a single C16H23NO2 molecule in a non-equilibrium geometry (ωB97M-V/def2-TZVPD).

Structure (XYZ):
```
42
Properties=species:S:1:pos:R:3:lowdin_charge:R:1
C 4.426 -0.292 3.962 -0.06
C 3.775 1.115 3.706 -0.20
O 3.394 1.253 2.298 0.00
C 2.254 1.989 2.032 -0.38
O 1.724 2.766 2.867 0.07
C 1.707 1.907 0.645 -0.13
C 2.628 1.704 -0.408 -0.20
N 3.286 1.305 -1.242 0.19
C 0.330 1.878 0.409 0.04
C -0.226 1.439 -0.911 -0.14
C -1.157 0.227 -0.746 -0.24
C -0.524 -1.067 -0.172 -0.24
C -1.622 -1.866 0.552 -0.13
C -2.520 -2.341 -0.615 -0.16
C -1.905 -1.708 -1.823 -0.26
C -0.430 -1.823 -1.479 -0.12
C -2.037 -0.128 -1.987 -0.42
C -3.498 0.329 -1.907 -0.05
C -1.583 0.389 -3.400 -0.02
H 4.700 -0.815 3.091 0.05
H 5.315 -0.251 4.750 0.12
H 3.675 -0.862 4.500 0.05
H 4.391 1.933 4.026 0.10
H 3.056 1.284 4.515 0.12
H -0.222 1.997 1.307 0.12
H -0.744 2.271 -1.376 0.13
H 0.650 1.152 -1.603 0.13
H -1.867 0.700 -0.022 0.14
H 0.345 -0.824 0.485 0.15
H -1.222 -2.758 1.124 0.13
H -2.170 -1.297 1.236 0.08
H -2.454 -3.463 -0.646 0.13
H -3.577 -2.217 -0.441 0.10
H -2.128 -2.319 -2.740 0.16
H 0.218 -1.419 -2.210 0.10
H 0.047 -2.835 -1.246 0.15
H -3.577 1.363 -2.170 0.07
H -3.821 0.242 -0.859 0.08
H -4.142 -0.328 -2.444 0.08
H -1.703 -0.538 -3.967 0.07
H -0.507 0.688 -3.300 0.08
H -2.286 1.219 -3.791 0.11
```

The calculation puts the HOMO energy at -9.90 eV. For the total energy, the calculation gives -22547.59114 eV. The energy above the lowest of the compared OMol25 structures with the same formula, charge and spin comes out at 362.9 kJ/mol. The molar mass comes out at 261.36 g/mol. For the HOMO-LUMO gap, the calculation gives 9.73 eV. For the LUMO energy, the calculation gives -0.006 Eh. Its structure (SMILES) is CCOC(=O)/C(C#N)=C/C[C@@H]1[C@H]2CC[C@H](C2)C1(C)C.